1.
Here is C3H3BrOS in the gas phase in a non-equilibrium geometry from the Open Molecules 2025 dataset. Energies are from ωB97M-V/def2-TZVPD.

Summary:
- HOMO-LUMO gap (eV) = 7.650
- highest occupied orbital energy (eV) = -9.105

Last column: Löwdin charge in e.
Element x y z (Å)
1 O -0.75 -1.33 -1.23  0.1149
2 C -0.38 -0.55 -0.43  -0.5056
3 C -1.28 0.81 -0.31  -0.5347
4 S -0.66 2.18 0.29  0.7246
5 C 0.79 -0.57 0.57  -0.5884
6 Br 2.39 0.30 -0.08  0.6332
7 H -1.99 0.78 -1.10  0.0341
8 H 0.60 -0.02 1.50  0.0335
9 H 1.28 -1.60 0.80  0.0884

---

2.
Here is C3H3BrS as an isolated structure in a non-equilibrium geometry from the Open Molecules 2025 dataset. Energies are from ωB97M-V/def2-TZVPD.

Summary:
- expectation value of S² = 2.01
- HOMO-LUMO gap (alpha / beta) (eV) = 6.637 / 5.834
- highest occupied orbital energy (alpha / beta) (eV) = -7.411 / -8.817
- spin multiplicity = 3

Last column: Löwdin charge in e.
Element x y z (Å)
1 C -0.06 -0.68 1.42  -0.3338
2 C 0.24 -1.09 0.19  -0.0679
3 C -0.40 0.30 0.36  -0.2228
4 S -0.42 -0.44 3.77  0.2150
5 Br -2.55 -0.32 3.49  0.2224
6 H 0.78 -1.78 -0.41  0.0625
7 H 0.22 1.18 0.26  0.0647
8 H -1.41 0.43 0.01  0.0600

---

3.
Here is C3H3Cl2F in the gas phase in a non-equilibrium geometry from the Open Molecules 2025 dataset. Energies are from ωB97M-V/def2-TZVPD.

Summary:
- HOMO-LUMO gap (eV) = 11.107
- highest occupied orbital energy (eV) = -10.322

Last column: Löwdin charge in e.
Element x y z (Å)
1 C 0.86 -1.10 -1.70  0.0178
2 C 0.19 -0.69 -0.64  -0.7034
3 Cl -1.46 -1.20 -0.23  0.6341
4 C 0.80 0.30 0.37  -0.8079
5 F 0.74 -0.15 1.65  -0.0371
6 Cl 0.17 1.93 0.29  0.6740
7 H 1.79 -0.72 -1.75  0.0217
8 H 0.46 -1.74 -2.50  0.0924
9 H 1.87 0.35 0.04  0.1084

---

4.
Here is C3H3Cl2N2O as an isolated structure in a non-equilibrium geometry from the Open Molecules 2025 dataset. Energies are from ωB97M-V/def2-TZVPD.

Summary:
- net charge = +1
- expectation value of S² = 2.01
- HOMO-LUMO gap (alpha / beta) (eV) = 5.227 / 10.485
- highest occupied orbital energy (alpha / beta) (eV) = -10.601 / -15.847
- spin multiplicity = 3

Last column: Löwdin charge in e.
Element x y z (Å)
1 C 1.05 1.30 -0.63  -0.2859
2 C -1.43 -0.30 -0.80  -0.4505
3 C 0.55 -0.27 0.67  -0.6911
4 N 1.61 0.65 0.38  0.1604
5 N -0.27 0.12 -0.28  -0.0830
6 O 1.15 2.12 -1.43  0.2698
7 Cl -2.58 -1.22 0.17  0.7516
8 Cl 0.51 -1.70 1.59  0.9456
9 H -1.95 0.21 -1.64  0.1108
10 H -1.08 -1.92 1.06  0.0726
11 H 2.43 1.00 0.91  0.1996

---

5.
Here is a 2-piece molecular cluster, C3H3Cl2O2P overall in a non-equilibrium geometry from the Open Molecules 2025 dataset. Energies are from ωB97M-V/def2-TZVPD.

Summary:
- HOMO-LUMO gap (alpha / beta) (eV) = 8.440 / 5.868
- highest occupied orbital energy (alpha / beta) (eV) = -9.753 / -7.861

Last column: Löwdin charge in e.
Element x y z (Å)
1 C -0.83 -0.21 0.56  -0.1371
2 C -0.07 -1.03 0.08  -0.2666
3 C -1.85 0.32 1.41  -0.1043
4 O 3.27 0.03 -0.26  -0.7811
5 O 0.53 -0.52 -2.14  -0.9655
6 P 1.08 -1.65 -1.13  0.8889
7 Cl 2.77 1.58 -0.08  0.5076
8 Cl 1.45 -0.14 -3.53  0.5980
9 H -1.35 0.64 2.40  0.1288
10 H -2.33 1.26 1.20  0.0745
11 H -2.68 -0.28 1.49  0.0569

---

6.
Here is a 2-piece molecular cluster, C3H3ClF2O overall in a non-equilibrium geometry from the Open Molecules 2025 dataset. Energies are from ωB97M-V/def2-TZVPD.

Summary:
- HOMO-LUMO gap (alpha / beta) (eV) = 6.641 / 6.633
- highest occupied orbital energy (alpha / beta) (eV) = -9.489 / -9.483

Last column: Löwdin charge in e.
Element x y z (Å)
1 C -1.11 -0.64 0.04  -0.0185
2 C -2.34 -0.19 0.04  -0.7485
3 C 2.02 0.39 -0.06  -0.3002
4 O 0.91 1.06 -0.36  -0.1239
5 F -0.46 -1.75 -0.08  0.1374
6 F -3.43 -1.00 0.07  0.0267
7 Cl -2.71 1.47 0.13  0.7629
8 H 2.40 -0.24 -0.87  0.0750
9 H 1.92 -0.22 0.87  0.0867
10 H 2.81 1.12 0.21  0.1024

---

7.
Here is a 2-piece molecular cluster, C3H3ClF2O overall in a non-equilibrium geometry from the Open Molecules 2025 dataset. Energies are from ωB97M-V/def2-TZVPD.

Summary:
- HOMO-LUMO gap (eV) = 8.933
- highest occupied orbital energy (eV) = -9.238

Last column: Löwdin charge in e.
Element x y z (Å)
1 C 0.42 -1.10 -0.24  -0.1824
2 C 1.59 0.95 -1.12  -0.5643
3 C -1.30 0.03 0.69  -0.1120
4 O -0.82 -1.10 0.09  -0.0493
5 F 0.54 -2.11 -1.04  0.0931
6 F 0.92 1.76 -0.30  -0.1189
7 Cl 3.16 0.73 -0.57  0.6252
8 H -1.75 0.67 -0.12  0.1256
9 H -0.66 0.57 1.40  0.1081
10 H -2.10 -0.40 1.21  0.0748

---

8.
Here is C3H3ClF2S2 in the gas phase in a non-equilibrium geometry from the Open Molecules 2025 dataset. Energies are from ωB97M-V/def2-TZVPD.

Summary:
- HOMO-LUMO gap (eV) = 8.357
- highest occupied orbital energy (eV) = -9.387

Last column: Löwdin charge in e.
Element x y z (Å)
1 F -1.23 -1.01 0.52  0.0977
2 C -0.61 0.10 0.20  -0.7745
3 F -1.49 1.15 0.46  0.0353
4 C -0.32 0.22 -1.27  -0.5301
5 Cl 0.81 -0.99 -1.88  0.6262
6 C 0.63 0.36 1.00  -1.0818
7 S 1.28 1.83 1.03  0.7755
8 S 1.20 -1.00 2.02  0.7973
9 H -1.30 0.10 -1.78  0.1067
10 H 0.06 1.24 -1.50  0.0899
11 H 0.97 -2.00 1.21  -0.1423